Below is C5H11NO in the gas phase, with properties calculated with ωB97M-V/def2-TZVPD.

Geometry as XYZ:
```
18
Properties=species:S:1:pos:R:3:forces:R:3
C 2.608695 0.726163 0.232888 0.3 0.0 0.1
O 1.380957 0.981684 -0.411475 -0.1 0.1 0.0
C 0.605836 -0.175120 -0.591766 -0.1 -0.2 0.0
C -0.128613 -0.645224 0.684247 0.0 -0.1 0.2
N -1.365786 0.090740 0.272774 0.1 0.2 0.2
C -2.682425 -0.460193 0.702263 -0.1 -0.2 -0.4
C -0.764891 0.214612 -1.141651 -0.2 -0.1 -0.1
H 3.133761 1.680323 0.313804 -0.1 -0.2 0.0
H 3.227486 0.023044 -0.344774 -0.1 0.1 0.1
H 2.463623 0.314010 1.242347 0.0 0.1 -0.1
H 1.166710 -0.944991 -1.141251 -0.1 0.1 0.1
H -0.349759 -1.714618 0.680927 0.0 0.2 0.0
H 0.262600 -0.340973 1.656941 -0.1 0.0 -0.1
H -1.373306 0.999380 0.724638 0.3 0.2 -0.2
H -2.696645 -1.512249 0.389120 0.0 0.0 -0.1
H -3.414876 0.083858 0.082565 0.0 -0.1 0.3
H -0.841088 1.216026 -1.569527 0.0 -0.2 0.1
H -1.232281 -0.536479 -1.782071 0.1 0.1 0.2
```
Forces are in eV/Å.

Properties
Total charge: 0
Strongest force on any atom, Eh/bohr: 0.009
HOMO, eV: -6.435
Lowest unoccupied orbital energy, eV: 0.738
Kohn-Sham gap, eV: 7.17
E, Eh: -326.9502

---

Below is C5H11NO in the gas phase at a distorted geometry, with properties calculated with ωB97M-V/def2-TZVPD.

Geometry as XYZ:
```
18
Properties=species:S:1:pos:R:3:forces:R:3
C 2.392880 0.558752 -0.443315 -0.4 -0.6 0.2
N 1.307288 -0.406052 -0.662113 -0.2 0.3 0.3
C 0.515882 -0.696739 0.537480 0.4 -0.6 -0.8
C -0.516926 0.374497 0.832689 -0.4 -0.6 0.3
C -1.520905 0.512063 -0.322881 0.3 0.0 -0.3
C -2.703002 -0.401771 -0.194557 -0.5 0.1 -0.4
O -2.662778 -1.557761 -0.537292 0.1 -0.1 0.3
H 3.267384 0.202108 -0.972669 0.3 0.2 -0.1
H 2.135903 1.565187 -0.777979 0.0 -0.1 -0.1
H 2.627818 0.613096 0.626437 0.2 0.1 0.0
H 1.649431 -1.280580 -1.027943 0.2 0.1 -0.1
H 1.173472 -0.920903 1.385902 0.0 0.4 0.3
H 0.011919 -1.645737 0.331025 -0.3 0.1 0.0
H -1.070774 0.025510 1.709845 0.1 0.2 0.2
H -0.069940 1.333478 1.092134 0.1 0.0 -0.1
H -1.057606 0.151992 -1.239868 0.4 0.3 -0.1
H -1.799864 1.556308 -0.463476 -0.3 -0.1 0.1
H -3.680178 0.016555 0.126584 0.2 0.1 0.3
```
Forces are in eV/Å.

Properties
Total charge: 0
Strongest force on any atom, Eh/bohr: 0.020
HOMO, eV: -8.920
SMILES: CNCCCC=O
Lowest unoccupied orbital energy, eV: 1.024
Kohn-Sham gap, eV: 9.94
E, Eh: -327.0728

---

Below is C5H11NO in the gas phase, with properties calculated with ωB97M-V/def2-TZVPD.

Geometry as XYZ:
```
18
Properties=species:S:1:pos:R:3:forces:R:3
C 3.041346 0.829226 -0.274187 0.3 0.0 0.0
O 1.626536 1.036380 -0.392766 -0.3 -0.3 -0.1
C 0.940185 0.059670 -0.923243 0.0 0.6 -0.2
C -0.405724 -1.109127 0.919172 0.1 -0.2 0.1
N -1.228408 -0.694319 -0.204895 0.1 0.1 0.0
C -2.596581 -0.370025 0.155796 -0.1 0.0 0.0
C -0.536431 0.436564 -0.813709 0.1 0.1 -0.1
H 3.555024 1.573679 -0.885386 -0.1 -0.1 0.1
H 3.295712 -0.184119 -0.593413 -0.1 0.2 0.0
H 3.293382 0.980546 0.778399 0.0 0.0 -0.2
H 0.609141 -1.227841 0.496437 -0.3 -0.2 0.6
H -0.698594 -2.082476 1.317779 -0.2 0.1 0.0
H -0.386943 -0.360330 1.737835 0.0 -0.2 -0.1
H -2.671382 0.493027 0.847312 0.1 -0.1 -0.1
H -3.077966 -1.229149 0.638482 0.2 0.1 -0.1
H -3.175817 -0.127254 -0.743534 0.2 0.0 0.1
H -0.683580 1.365666 -0.223904 0.1 -0.1 -0.1
H -0.899905 0.609888 -1.836171 0.0 0.0 0.1
```
Forces are in eV/Å.

Properties
Total charge: 0
Strongest force on any atom, Eh/bohr: 0.013
HOMO, eV: -8.335
Lowest unoccupied orbital energy, eV: 1.021
Kohn-Sham gap, eV: 9.36
E, Eh: -326.9720

---

> What is the formula in the second record?

C5H11NO